(1)
Entry from OMol25: the molecule C5H8N2 (ωB97M-V/def2-TZVPD).

HOMO energy: -8.1 eV
Lowest unoccupied orbital energy: 0.82 eV
Energy relative to the best compared isomer or geometry (same formula, charge and spin): 53.0 kcal/mol
2S+1: 1
Orbital gap: 8.911 eV
Total charge: 0

```
15
Properties=species:S:1:pos:R:3:forces:R:3
H 0.772 2.854 -1.192 -0.03 -0.08 0.01
N 0.750 1.908 -0.810 -0.42 0.10 -0.01
C -0.450 1.535 -0.614 0.18 0.01 -0.02
C -0.777 0.194 -0.048 0.16 -0.19 0.02
C -2.225 -0.123 0.248 -0.06 -0.01 0.07
C 0.212 -0.660 0.112 0.10 0.02 -0.10
C 1.364 -1.277 -0.035 -0.20 0.03 -0.14
N 2.500 -1.226 0.756 -0.04 -0.05 0.17
H -1.317 2.182 -0.818 0.12 -0.09 -0.01
H -2.763 -0.330 -0.687 0.09 0.07 0.14
H -2.304 -1.014 0.875 0.02 0.15 -0.08
H -2.749 0.703 0.745 0.14 -0.08 -0.04
H 1.466 -1.901 -0.922 0.08 0.13 0.00
H 2.411 -0.821 1.675 -0.03 -0.04 -0.10
H 3.110 -2.025 0.713 -0.11 0.01 0.09
```
Positions in Å, forces in eV/Å.


(2)
Entry from OMol25: the molecule C5H8N2 in a non-equilibrium geometry (ωB97M-V/def2-TZVPD).

HOMO energy: -8.6 eV
Lowest unoccupied orbital energy: 0.89 eV
Energy relative to the best compared isomer or geometry (same formula, charge and spin): 2.7 kcal/mol
2S+1: 1
Orbital gap: 9.499 eV
Total charge: 0

```
15
Properties=species:S:1:pos:R:3:forces:R:3
C -2.565 0.516 0.308 -0.47 0.01 1.16
C -1.610 -0.294 -0.541 0.35 0.39 0.23
C -0.174 -0.121 -0.151 0.53 0.07 -0.69
C 0.439 0.231 1.021 -0.84 -0.55 0.14
N 1.771 0.136 0.773 0.81 0.04 0.83
C 1.962 -0.252 -0.492 -1.16 -0.28 -0.51
N 0.790 -0.395 -1.107 0.91 -0.05 0.41
H -2.435 0.374 1.390 0.38 -0.21 -0.15
H -2.441 1.590 0.175 -0.04 0.00 -0.31
H -3.617 0.250 0.192 0.04 0.08 -0.54
H -1.677 0.043 -1.575 -0.10 -0.23 -0.10
H -1.812 -1.366 -0.511 -0.29 0.02 -0.05
H 0.068 0.288 2.029 -0.09 0.44 -0.02
H 2.498 0.243 1.454 0.08 0.08 0.11
H 2.956 -0.506 -0.822 -0.11 0.20 -0.49
```
Positions in Å, forces in eV/Å.


(3)
Entry from OMol25: the molecule C5H8N2 in a non-equilibrium geometry (ωB97M-V/def2-TZVPD).

HOMO energy (alpha / beta): -7.9 / -7.5 eV
Lowest unoccupied orbital energy (alpha / beta): 0.11 / -0.17 eV
Energy relative to the best compared isomer or geometry (same formula, charge and spin): 124.8 kcal/mol
2S+1: 1
Orbital gap (alpha / beta): 8.054 / 7.288 eV
Total charge: 0

```
15
Properties=species:S:1:pos:R:3:forces:R:3
C 0.490 0.321 1.705 -0.01 -0.10 1.63
C -0.632 1.014 -1.447 0.19 0.38 0.42
N 0.332 -1.022 1.812 0.80 0.48 -1.00
C 0.147 -0.017 -0.645 0.00 -1.86 -2.95
N 1.372 -0.321 -0.920 -0.78 -0.05 0.26
C -0.581 -1.639 1.056 -0.94 -0.88 0.39
C -0.819 -1.176 -0.153 0.83 1.67 1.18
H 1.137 -1.572 2.096 -0.11 0.14 0.03
H 1.765 0.258 -1.663 -0.02 0.47 0.39
H 1.407 0.726 2.109 0.01 0.04 0.08
H -0.387 0.945 1.762 -0.13 -0.05 -0.39
H -1.089 0.551 -2.322 -0.03 -0.23 0.09
H -1.436 1.451 -0.851 0.02 0.07 -0.05
H 0.020 1.803 -1.822 0.04 0.08 0.14
H -1.727 -1.321 -0.718 0.12 -0.16 -0.21
```
Positions in Å, forces in eV/Å.